Entry 1:
Density functional theory data (ωB97M-V with the def2-TZVPD basis set) for a structure of composition C44H34AlN2O15.

Computed properties:
Net charge: -1
Frontier orbital gap: 3.94 eV

Geometry (Å):
Al1 -2.5885 5.2220 -4.6183
O1 -4.2730 -0.4300 -1.0040
O2 5.1051 -1.6731 7.9473
O3 4.1322 -6.4133 10.0896
O4 -1.1043 6.1767 -3.9156
O5 0.7615 -0.1936 0.6372
O6 -4.6852 7.5571 3.0743
O7 1.1557 0.4300 5.2153
O8 5.2119 4.0387 2.2877
O9 0.1853 3.7626 0.6544
O10 -3.6403 -3.6305 -7.5326
O11 0.1796 -6.3521 -9.9857
O12 -0.3364 -4.6737 -1.1394
O13 -4.5402 3.5194 -0.3456
O14 1.6845 -4.4862 -6.0281
O15 5.5465 -2.1616 3.7881
N1 -5.4544 5.0922 -3.9237
N2 -0.2443 5.0885 -1.9729
C1 4.7200 -4.1633 10.4427
C2 4.9634 -2.9712 9.9058
C3 -0.3981 -0.2475 0.2592
C4 4.8820 -2.7577 8.4401
C5 2.2054 -0.9776 3.6483
C6 -3.1236 -0.3682 -0.6292
C7 0.7774 -3.3998 -2.7764
C8 0.5707 -5.7553 -4.3914
C9 4.0586 3.9735 1.9109
C10 3.4463 2.6805 1.5234
C11 -3.0566 -5.0835 -9.2867
C12 -3.7120 6.6291 1.1404
C13 3.3940 -0.1001 5.7107
C14 3.3090 -1.6269 3.2884
C15 -3.6756 5.6153 0.2790
C16 1.2868 -3.3517 -4.0042
C17 -0.3986 -4.8934 -8.2299
C18 4.2740 -5.1140 8.1328
C19 -1.2294 0.9679 0.1750
C20 3.2101 5.1873 1.8224
C21 -4.6488 6.6333 2.2874
C22 0.1255 -4.6281 -2.2597
C23 -4.5745 4.4454 0.4350
C24 4.3552 -5.3287 9.5988
C25 -1.0175 -1.5363 -0.1314
C26 -1.3607 -4.2106 -7.6140
C27 -2.7645 -4.2509 -8.0924
C28 -0.7393 5.7213 -2.8204
C29 2.1819 2.6095 1.1135
C30 1.9459 5.1204 1.4132
C31 -5.5461 5.4605 2.4447
C32 -2.2814 -1.5946 -0.5428
C33 2.1618 -0.1620 4.8887
C34 1.3332 3.8258 1.0276
C35 4.5404 -1.5638 4.1125
C36 -0.6926 -5.7256 -9.4232
C37 -2.4924 0.9158 -0.2364
C38 0.0608 -5.8026 -3.1643
C39 4.4983 -0.7490 5.3515
C40 -2.0964 -5.7660 -9.9037
C41 -5.5119 4.4461 1.5863
C42 -4.2345 5.9078 -3.6653
C43 1.2225 -4.5261 -4.9070
C44 4.5176 -3.9219 7.5956
H1 -1.1688 -3.5973 -6.7420
H2 3.6779 6.1210 2.1078
H3 1.7667 -2.4652 -4.3988
H4 -5.3473 4.5334 -4.7543
H5 4.0077 -5.9758 7.5346
H6 4.7745 -4.3411 11.5091
H7 -3.0641 7.4907 1.0457
H8 -2.6652 5.3914 -6.2206
H9 -0.3905 -2.4169 -0.0628
H10 -6.1574 3.5819 1.6817
H11 -4.0476 5.8891 -2.5966
H12 5.4026 -0.7147 5.9317
H13 -6.2216 5.4820 3.2907
H14 3.3603 -2.2255 2.3876
H15 -0.4194 -6.6887 -2.7692
H16 -2.2887 -6.3783 -10.7757
H17 3.3426 0.4980 6.6116
H18 -2.3508 3.6580 -4.2970
H19 1.2980 -1.0110 3.0589
H20 0.8150 -2.5546 -2.1015
H21 -2.9947 5.5908 -0.5629
H22 -4.0864 -5.1002 -9.6201
H23 1.3104 5.9935 1.3401
H24 0.5353 -6.6004 -5.0674
H25 5.2300 -2.1089 10.5034
H26 0.6296 -4.8746 -7.8928
H27 4.4640 -3.7447 6.5285
H28 -2.7530 -2.5260 -0.8318
H29 -0.7624 1.9031 0.4622
H30 1.7139 1.6743 0.8267
H31 -3.1020 1.8071 -0.2944
H32 -4.4010 6.9532 -3.9371
H33 4.0825 1.8066 1.5937
H34 -5.6001 4.4890 -3.1337

Here are the Löwdin charges for atoms 1 to 4, given in e:
1. Al 0.2771
2. O 0.1161
3. O 0.0956
4. O 0.1068


Entry 2:
Density functional theory data (ωB97M-V with the def2-TZVPD basis set) for a structure of composition C29H41F4N3O6S.

Computed properties:
Net charge: 0
Frontier orbital gap: 8.26 eV

Geometry (Å):
S1 -2.6212 0.2729 -1.0861
F1 -0.5235 -3.5496 -1.7176
F2 0.6122 -0.5195 4.8175
F3 -1.2587 0.3123 5.5140
F4 -1.2629 -1.4948 4.3521
O1 0.7087 -5.0334 -5.3255
O2 -3.7637 3.4838 -0.5052
O3 -3.1018 3.3134 -2.6386
O4 -2.1368 6.3444 0.7220
O5 -2.1063 7.8752 -0.9162
O6 1.3887 -5.2242 -7.4549
N1 -2.0716 -1.1661 -1.5791
N2 -1.6557 0.5354 0.1624
N3 2.0743 -2.0336 2.0544
C1 0.2159 -0.6754 1.2251
C2 -0.4663 -5.7242 0.2392
C3 0.0127 8.8322 -0.5636
C4 -0.6689 -0.2878 4.4628
C5 -1.5345 7.1572 0.0782
C6 -4.6343 4.3446 0.2556
C7 4.4228 -2.4653 3.6038
C8 3.3237 -1.5777 1.4001
C9 -3.6986 3.9097 -1.7871
C10 0.8133 -5.2369 0.9253
C11 -0.8141 0.5238 3.1888
C12 5.7792 -3.1772 3.8236
C13 -0.1859 -4.1788 -4.5854
C14 0.3999 0.4253 2.2508
C15 -1.0910 -1.4794 -0.7392
C16 -0.0566 -3.3765 -6.8103
C17 0.9870 -1.8083 1.1598
C18 -0.0662 7.5098 0.1955
C19 0.7766 -4.6303 -6.6165
C20 0.4138 -4.7844 2.3422
C21 -0.8300 -0.5111 0.2706
C22 -4.5050 5.1815 -1.9553
C23 -1.1132 8.6830 -1.5757
C24 1.5399 -4.1000 0.1384
C25 -4.6683 5.6523 -0.5130
C26 -0.2771 -2.6463 -0.7482
C27 -0.2421 -2.8818 -5.3781
C28 0.7121 -2.8268 0.1582
C29 4.5409 -1.5633 2.3502
H1 3.6157 -3.1903 3.5453
H2 -0.3141 -5.8669 -0.8313
H3 1.4837 -6.0878 1.0765
H4 4.3121 -1.8025 4.4660
H5 -1.2853 -5.0145 0.3764
H6 1.2165 -4.2604 2.8593
H7 1.8905 -1.4820 2.8828
H8 0.9799 9.0239 -1.0232
H9 -1.1600 -2.3201 -5.2164
H10 3.5199 -2.2118 0.5391
H11 -1.0042 -3.6545 -7.2738
H12 -1.7151 0.1599 2.7002
H13 -3.9660 5.9012 -2.5661
H14 0.4181 1.3586 1.6822
H15 1.3398 0.3405 2.7863
H16 -5.5750 6.2315 -0.3370
H17 -0.4309 -4.0902 2.2776
H18 0.5966 -2.2412 -5.0996
H19 5.8159 -3.7274 4.7607
H20 -1.5549 9.6365 -1.8543
H21 0.5210 6.7254 -0.2842
H22 1.6972 -4.4533 -0.8814
H23 -0.2061 9.6579 0.1151
H24 -0.8072 -6.6657 0.6749
H25 5.3875 -1.9462 1.7716
H26 0.0652 -5.6250 2.9451
H27 -3.8056 6.2660 -0.2259
H28 -5.6168 3.8701 0.3207
H29 0.4693 -2.6570 -7.4313
H30 -0.7931 8.1649 -2.4818
H31 0.2233 7.6126 1.2373
H32 2.4917 -3.9637 0.6432
H33 0.2006 -4.0332 -3.5886
H34 6.5561 -2.4116 3.7694
H35 5.9484 -3.8280 2.9618
H36 -1.1603 -4.6687 -4.5212
H37 -1.0242 1.5519 3.4832
H38 -4.2324 4.4641 1.2593
H39 3.1606 -0.5441 1.0649
H40 4.8346 -0.5550 2.6429
H41 -5.4606 4.9320 -2.4205

Here are the Löwdin charges for atoms 1 to 4, given in e:
1. S 1.0612
2. F 0.0608
3. F 0.1197
4. F 0.1259


Entry 3:
Density functional theory data (ωB97M-V with the def2-TZVPD basis set) for the molecule C4H8N2O2.

Computed properties:
Net charge: 0
Structure (SMILES): C=C[N@+](C)([O-])C(N)=O
Frontier orbital gap: 10.18 eV
Relative energy (zero: lowest compared OMol25 entry of this formula, charge and spin): 89.7 kcal per mole

Geometry (Å):
O1 -0.0134 1.6009 -0.3291
O2 -0.2789 -1.8238 -0.8471
N1 0.3474 0.3351 -0.0401
N2 -1.2823 0.1140 -1.6323
C1 1.7620 0.0882 -0.3659
C2 -1.1268 -0.2392 1.8055
C3 0.0763 0.0512 1.3596
C4 -0.4938 -0.6509 -0.9371
H1 -1.9136 -0.2126 -2.3375
H2 0.9256 0.1993 2.0038
H3 1.8999 0.3135 -1.4288
H4 2.3839 0.7702 0.2251
H5 -1.9766 -0.3469 1.1543
H6 -1.2991 -0.3789 2.8556
H7 2.0078 -0.9568 -0.1632
H8 -1.0186 1.1367 -1.3227

Here are the Löwdin charges for atoms 1 to 4, given in e:
1. O -0.1720
2. O 0.0979
3. N -0.3693
4. N 0.1950


Entry 4:
Density functional theory data (ωB97M-V with the def2-TZVPD basis set) for a cluster of 8 separate species, C36H65N10O2 in total.

Computed properties:
Net charge: +1
Frontier orbital gap: 9.31 eV

Geometry (Å):
O1 -1.7743 -0.7392 0.6711
O2 -3.6908 1.4985 2.6665
N1 -1.7130 -8.1817 -8.1791
N2 2.4430 3.2429 3.3540
N3 1.2629 -3.5612 -6.6498
N4 5.4474 3.6102 2.4279
N5 -5.4235 8.8609 7.8225
N6 2.7759 -9.0084 -4.0603
N7 0.5577 3.6857 2.0093
N8 1.8028 1.8485 1.5621
N9 1.5429 2.1048 -3.5804
N10 -1.7490 5.6907 3.5069
C1 -2.7660 3.3680 1.4910
C2 -2.9632 -6.3408 -11.2030
C3 -3.9921 -7.2659 -9.0690
C4 7.6110 2.3466 4.8617
C5 -0.6912 -6.3286 -5.7938
C6 5.7333 3.1093 3.4228
C7 0.2399 0.4445 0.1695
C8 -1.5357 3.2996 0.5771
C9 3.2036 -9.9726 -1.6708
C10 -1.4205 5.4133 6.0843
C11 -2.2870 10.6487 8.8251
C12 -2.7141 -7.7759 -8.5700
C13 -2.7917 11.1108 7.4648
C14 0.5419 -6.9493 -5.1503
C15 -2.7176 4.9893 6.7861
C16 -0.3316 2.7211 1.2978
C17 -1.6047 5.5655 4.6399
C18 0.7573 -9.8026 -0.9942
C19 1.6363 2.9412 2.3346
C20 -3.8414 6.0004 6.6112
C21 -4.3208 11.1897 7.3937
C22 6.0894 2.4688 4.6922
C23 -0.7876 -0.1899 1.0782
C24 8.2586 1.5056 3.7707
C25 -3.6711 2.1356 1.3845
C26 1.9740 -10.7084 -1.1261
C27 2.1329 1.1257 -3.7016
C28 -0.3636 -5.5617 -7.0771
C29 0.7597 -1.5342 -3.9861
C30 -4.9466 9.8884 7.6333
C31 2.9629 -9.4222 -3.0055
C32 -4.0370 -7.2370 -10.6014
C33 2.8689 -0.1268 -3.8855
C34 0.6784 1.8535 0.5537
C35 0.5493 -4.4421 -6.8376
C36 2.0594 -1.1584 -4.6822
H1 -5.0263 -6.8888 -10.9021
H2 -1.0658 6.3679 6.4786
H3 8.1217 1.9562 2.7865
H4 1.1153 -0.2162 0.1705
H5 -1.1974 10.6372 8.8493
H6 0.0998 -6.2237 -7.8099
H7 -4.7839 -7.8987 -8.6663
H8 -2.4340 10.4360 6.6841
H9 -2.3924 12.0999 7.2357
H10 -3.2750 1.4243 0.6533
H11 -2.4564 3.4538 2.5313
H12 -4.1353 -6.2607 -8.6659
H13 -2.6383 9.6415 9.0555
H14 -0.5872 -0.1657 2.1694
H15 -4.7023 11.8897 8.1396
H16 1.0505 -7.6248 -5.8374
H17 -1.3029 4.3045 0.2154
H18 1.7421 -11.5486 -1.7827
H19 -4.1152 6.1102 5.5605
H20 3.4512 3.1873 3.2497
H21 -1.1855 -5.6593 -5.0842
H22 0.9502 -1.9386 -2.9876
H23 1.0305 2.3877 -0.3330
H24 -0.1423 0.4309 -0.8513
H25 5.6583 3.0617 5.5007
H26 1.8505 -0.7678 -5.6778
H27 1.2594 -6.1896 -4.8339
H28 -0.7156 2.0940 2.1126
H29 4.0605 -10.6442 -1.7356
H30 -0.6339 4.6745 6.2495
H31 -3.5617 6.9828 6.9929
H32 2.0344 3.5262 4.2284
H33 8.0477 3.3462 4.8744
H34 9.3294 1.4146 3.9449
H35 7.8376 0.4986 3.7456
H36 -0.0875 -10.3490 -0.5760
H37 3.4789 -9.1486 -1.0093
H38 7.8004 1.9042 5.8402
H39 3.8047 0.1113 -4.3933
H40 -3.0566 -5.3154 -10.8389
H41 -2.4956 4.8568 7.8462
H42 0.0998 -0.6695 -3.8849
H43 1.8849 1.0097 2.1285
H44 -1.9637 -6.7003 -10.9533
H45 -2.6311 11.3137 9.6190
H46 -1.4007 -7.1131 -6.0448
H47 -1.2670 -5.1511 -7.5321
H48 3.1210 -0.5201 -2.8977
H49 2.6769 -2.0443 -4.8216
H50 5.6256 1.4800 4.7131
H51 -4.0584 0.6144 2.5625
H52 -1.7454 2.6795 -0.2976
H53 2.2347 -11.1280 -0.1531
H54 0.4521 -9.4110 -1.9658
H55 -3.0442 -6.3174 -12.2890
H56 0.9671 -8.9554 -0.3378
H57 -3.3356 4.2633 1.2486
H58 -3.9291 -8.2546 -10.9803
H59 0.7669 4.5734 1.5619
H60 0.2329 -2.2930 -4.5607
H61 0.2660 -7.5277 -4.2692
H62 -3.0273 4.0150 6.4021
H63 -4.6457 11.5427 6.4143
H64 -4.6823 2.4209 1.0845
H65 -4.7316 5.6851 7.1524

Here are the Löwdin charges for atoms 1 to 4, given in e:
1. O 0.0831
2. O -0.0785
3. N 0.1761
4. N 0.2343


Entry 5:
Density functional theory data (ωB97M-V with the def2-TZVPD basis set) for the molecule CH5PS2.

Computed properties:
Net charge: 0
Structure (SMILES): [PH2]#[SH]=CS
Frontier orbital gap (alpha / beta): 6.76 / 6.77 eV
Relative energy (zero: lowest compared OMol25 entry of this formula, charge and spin): 101.6 kcal per mole

Geometry (Å):
S1 -0.2324 0.9348 0.1821
S2 -1.1564 -1.6691 -0.4542
P1 2.1957 0.3129 0.1055
C1 -1.2909 -0.3110 0.5638
H1 -0.0415 0.7220 -1.1737
H2 2.1435 0.7563 -1.2714
H3 2.3860 1.6581 0.6045
H4 -1.4741 -0.2558 1.6950
H5 -2.5298 -2.1482 -0.2517

Here are the Löwdin charges for atoms 1 to 4, given in e:
1. S 0.5606
2. S 0.5841
3. P 0.4799
4. C -1.1251


Entry 6:
Density functional theory data (ωB97M-V with the def2-TZVPD basis set) for a cluster of 2 separate species, C3H11N2O in total.

Computed properties:
Net charge: +1
Frontier orbital gap: 11.55 eV
Relative energy (zero: lowest compared OMol25 entry of this formula, charge and spin): 26.2 kcal per mole

Geometry (Å):
O1 1.4516 -1.3457 -1.1478
N1 -0.2206 0.8847 0.7188
N2 2.0647 0.5555 1.3088
C1 -1.5290 0.3040 0.4255
C2 -1.7492 0.1517 -1.1110
C3 0.8240 0.1696 0.9991
H1 2.6459 -0.2063 1.6069
H2 2.0872 -2.0708 -1.0686
H3 0.7874 -0.9099 0.8797
H4 -1.5507 -0.6995 0.8498
H5 1.0044 -1.3748 -2.0025
H6 -2.8449 0.3126 -1.1400
H7 2.4994 1.3780 0.9199
H8 -1.6412 -0.8683 -1.4688
H9 -2.2863 0.9474 0.8624
H10 -0.1890 1.8257 1.1018
H11 -1.3536 0.9461 -1.7341

Here are the Löwdin charges for atoms 1 to 4, given in e:
1. O -0.0537
2. N 0.0709
3. N 0.1879
4. C -0.1758


| no. | largest force on an atom (eV/A) |
| --- | --- |
| 1 | 2.181 |
| 2 | 1.361 |
| 3 | 1.272 |
| 4 | 1.117 |
| 5 | 3.152 |
| 6 | 2.692 |